[1]
Entry from OMol25: a molecular structure, C35H38ClIrN8O7 (ωB97M-V/def2-TZVPD).

```
90
Properties=species:S:1:pos:R:3:mulliken_spin:R:1
C 0.0023 3.2681 -2.6308 -0.0211
C -2.3698 1.9187 2.0025 0.0580
H 2.7553 -0.0669 -5.8868 0.0019
H 2.6858 2.7887 -0.3779 -0.0020
C -1.1538 -2.0799 -2.7698 0.0663
C 0.9354 -1.7750 4.0872 -0.0007
H 1.1227 1.1223 0.8375 0.0209
H 4.9949 2.1319 -0.7117 -0.0008
H -5.4054 1.3101 3.4030 0.0010
Cl 3.2295 -0.3336 4.7691 0.0049
C -0.8760 3.9387 2.4778 0.0002
C 1.8843 -1.0938 -3.7834 0.0012
H -1.1552 -2.8074 4.7909 0.0013
C -4.6201 -1.8430 -0.3361 0.0019
H 4.4989 0.4291 -3.9312 0.0037
Ir 0.5681 -2.7829 -0.1298 2.9299
H -5.5102 -1.5469 0.1958 0.0005
H -3.4289 2.6722 3.7550 0.0005
H 3.6620 2.0212 -3.5997 -0.0029
O -1.8080 -3.0368 3.2319 0.0002
C 2.0673 0.6823 -5.4684 0.0232
N -1.7962 -1.5196 -3.6480 0.0318
C 1.2946 1.3624 -3.1547 0.2545
C -3.7180 0.4005 0.6021 0.0234
H -5.0027 -2.4763 -1.1704 -0.0001
H -5.8296 0.1578 1.3668 0.0009
C 2.0478 -1.0347 3.7593 0.0132
C 4.3915 1.6177 0.0399 0.0005
N -1.5416 0.9807 -0.0937 0.2699
C 4.9668 0.4713 0.6187 -0.0052
C -1.6716 -0.4208 -4.2936 -0.0058
H 2.8951 -3.1970 -1.1992 0.0337
O 0.9208 -4.6917 1.0954 0.1515
H 2.5064 -1.6495 -4.4101 -0.0016
C 0.6081 -2.2552 5.4679 -0.0008
C -4.7903 0.5788 1.4669 -0.0134
H 2.0477 -1.5002 -2.7745 0.0113
H 1.4174 3.3058 -4.3274 -0.0053
C 0.9842 2.7829 -3.5031 0.1890
H -4.3540 1.3430 -1.7414 -0.0005
C -1.2155 2.0665 -0.7024 0.0983
H 2.2576 1.6358 -5.7596 -0.0009
H 3.1097 -2.7249 0.5958 -0.0104
C -3.4824 2.0030 2.8895 -0.0141
C -1.0026 -2.5620 2.4164 -0.0072
O 1.5947 -6.6701 0.5825 0.0150
N 1.0138 -1.4886 1.8744 0.1575
C 0.2908 -2.0396 2.8853 -0.0073
C 2.2174 1.0298 0.9421 -0.0333
H 4.6124 -1.0223 2.0400 0.0050
O -1.1979 -2.6437 1.1620 0.1567
H 2.8393 -1.4102 -0.6752 -0.0367
C -4.6347 1.3255 2.6217 0.0154
H -1.9277 2.9221 -0.6429 0.0192
H 5.9513 0.2100 0.3608 -0.0008
H -0.7199 0.6346 3.8814 -0.0009
H -1.2133 2.1316 4.6251 0.0001
H -0.2271 2.0161 1.7172 0.0304
H -4.0547 -2.5120 0.3041 -0.0018
C -4.7234 0.2900 -1.6641 0.0039
C -2.5205 1.1069 0.8705 -0.0488
N 0.5476 0.9443 -2.0953 -0.1088
C 3.0385 1.9028 0.1950 -0.0077
H -2.8993 -0.8450 -1.1453 -0.0063
C 2.6771 -2.4647 -0.3848 0.4293
N 2.0919 -0.9419 2.4001 -0.0267
C -3.8572 -0.5293 -0.6675 0.0043
H 0.4614 1.9458 4.0295 0.0000
H -1.5883 4.3465 3.1995 0.0003
H -1.1818 4.2797 1.4878 -0.0001
C 3.6411 0.9738 -3.4796 0.0468
N -0.5829 -2.6412 -1.9176 0.0200
C 2.8190 -0.0514 1.5316 -0.0050
H -5.8186 0.4316 -1.3632 0.0002
O -0.5777 -2.7545 5.6012 0.0000
H 0.8648 -1.2443 -4.0555 -0.0045
N -1.6053 0.6866 -4.7030 0.0166
N 1.1795 -5.6074 0.1819 0.0242
O 1.0628 -5.2697 -1.0089 0.0415
C 2.2644 0.4510 -3.9289 0.0312
H -4.7724 -0.1613 -2.5923 -0.0001
H 1.0656 0.4271 -5.7916 -0.0029
C -0.6093 1.7592 3.7922 0.0013
H -0.8024 4.0347 -2.5867 -0.0013
H 3.6965 0.7705 -2.3720 -0.0192
C 4.1443 -0.2967 1.4270 0.0036
H 0.1572 4.2142 2.7847 0.0010
O 1.4039 -2.2898 6.3912 0.0000
C -0.9973 2.3730 2.4734 -0.0107
C -0.2458 2.0849 -1.7528 0.1982
```

Summary:
HOMO level (spin up / spin down) ... -4.918 / -6.314 eV
Energy relative to the best compared isomer or geometry (same formula, charge and spin) ... 55.3 kcal per mole
Spin multiplicity ... 6
E_LUMO (spin up / spin down) ... 2.164 / -0.030 eV
Net charge ... -1
⟨S²⟩ ... 8.80
Total energy ... -2885.5040 a.u.

[2]
Entry from OMol25: a molecular structure, C29H55IN5PTi (ωB97M-V/def2-TZVPD).

```
92
Properties=species:S:1:pos:R:3:mulliken_spin:R:1
H 0.9301 3.2862 -4.5940 0.0001
C 2.1124 5.1404 1.3182 0.0035
H 2.0510 -4.1650 -4.6619 0.0001
H -0.4661 -4.2371 -4.5137 -0.0001
C 6.0267 -0.7595 -0.7248 -0.0004
C 3.0064 4.1737 0.8872 -0.0019
H -0.4971 -2.4115 2.2969 -0.0004
H -0.3460 -0.1874 -4.7267 -0.0002
H -1.2125 2.6029 -3.8721 -0.0001
H 5.2452 -0.1924 1.2403 0.0002
H -1.6707 1.7833 2.1886 -0.0057
H 4.8009 -2.2810 -1.6864 -0.0001
C -2.1763 -0.2917 1.8569 0.0050
H 6.5275 -1.5432 -0.1575 0.0002
H -1.5576 1.7325 -5.3493 -0.0001
H -3.2245 -0.0186 1.7516 -0.0001
H 2.4479 6.1424 1.5610 0.0000
H 6.8099 -0.0791 -1.0646 0.0002
C -2.4984 -0.1155 -0.5873 0.0297
C 1.0469 0.7299 -3.3727 -0.0092
C 0.4407 2.5958 -5.2875 0.0000
H -0.3421 -4.5169 -2.7961 0.0000
C 1.9453 -3.2532 -1.7282 0.0054
H 1.1057 1.7018 -2.8634 0.0078
N 1.2335 2.5628 0.6890 -0.0021
H -2.1597 -1.2049 2.4441 -0.0003
H 3.1743 1.1595 -1.6057 0.0155
C 0.7703 4.7955 1.4332 0.0022
H -1.1230 0.2351 -3.2556 -0.0022
H 1.6294 -1.7732 1.6959 0.0007
C -0.2504 -2.5177 1.2439 0.0084
H 1.0629 -3.5160 -1.1269 0.0001
H -2.1903 -0.6011 -1.5118 -0.0184
H -0.7016 1.4802 -1.8832 -0.0027
H 3.2266 2.1474 0.2707 -0.0140
C 3.2409 0.0666 -1.5881 -0.0142
H 0.2134 -2.0117 -4.3935 0.0002
H 2.9189 0.1143 0.5838 -0.0108
H 2.3358 -0.2271 -4.8525 0.0000
H 2.2521 2.0030 -6.3213 0.0001
C 2.3802 -4.4936 -2.5328 -0.0001
H 0.5314 1.3731 2.8693 0.0004
H -0.0481 -3.5728 1.0760 0.0005
H -1.0999 -2.2523 -0.6926 -0.0081
H 2.7569 -2.9829 -1.0446 0.0011
H -2.2944 -2.5996 0.5545 0.0018
H 5.1895 1.0979 0.0612 -0.0001
H 2.2785 -5.3769 -1.9010 -0.0002
C -1.3695 -2.0611 0.3457 0.0287
N 0.0366 0.5832 2.4653 0.0073
Ti 0.3815 0.4118 0.2793 0.9927
C -0.7750 1.9230 -4.6147 0.0001
C 1.4483 1.5437 -5.7472 -0.0002
H -0.6201 -2.1743 -2.8583 -0.0066
N 0.9546 -1.6852 0.9432 -0.0141
H -3.5253 -0.4210 -0.3829 0.0023
C -1.4370 0.8035 2.5994 0.0183
C 2.5313 2.9046 0.5923 0.0251
C -0.3686 0.5877 -3.9657 0.0002
H 0.9566 0.8410 -6.4243 0.0000
C 1.5477 -4.6508 -3.8204 0.0001
H -1.7574 0.8133 3.6390 0.0026
H 1.4202 -2.1115 0.1501 -0.0090
P 1.5019 -0.4229 -2.0075 -0.0558
H -0.7952 2.7047 -0.8514 0.0033
H 2.9670 1.2844 -4.2137 -0.0002
H 3.4915 -1.4261 -0.0190 0.0086
H -0.6682 3.2533 1.1870 -0.0036
C 3.6035 -0.3483 -0.1505 0.0184
H -2.9831 1.7250 -1.5735 -0.0001
N -0.9361 1.7028 -0.9159 -0.0018
C 0.1597 -4.0412 -3.6443 -0.0003
H 1.4716 -5.7039 -4.0867 -0.0001
H -2.7510 1.8953 0.1544 -0.0018
C 2.0544 0.7847 -4.5432 -0.0031
N -1.5804 -0.5833 0.4979 -0.0430
H 3.9632 -0.7387 -3.5131 -0.0005
C 1.5601 -2.1267 -2.7021 0.0053
C -2.3884 1.3782 -0.7319 -0.0042
C 5.0456 0.0213 0.1898 0.0028
H 4.9280 0.5438 -2.8544 -0.0002
H 6.0777 -1.6521 -2.6915 0.0001
C 0.3780 3.5196 1.1070 0.0290
H 0.3019 -0.2077 3.0421 0.0054
H 2.3622 -2.0581 -3.4387 -0.0004
C 5.3325 -1.3598 -1.9522 -0.0003
H 0.0333 5.5173 1.7663 0.0001
C 4.3661 -0.3531 -2.5793 0.0024
H 0.1103 3.2026 -6.1283 0.0000
H 3.4411 -4.4048 -2.7767 0.0000
C 0.2533 -2.5164 -3.4284 0.0016
I 5.0208 4.5836 0.6637 -0.0003
```

Summary:
HOMO level (spin up / spin down) ... -16.623 / -16.621 eV
Energy relative to the best compared isomer or geometry (same formula, charge and spin) ... 1.4 kcal per mole
Spin multiplicity ... 2
E_LUMO (spin up / spin down) ... -9.679 / -9.281 eV
Net charge ... +3
⟨S²⟩ ... 0.75
Total energy ... -2899.5081 a.u.

[3]
Entry from OMol25: a molecular structure, C35H74Cl22InO (ωB97M-V/def2-TZVPD).

```
133
Properties=species:S:1:pos:R:3:lowdin_charge:R:1
C 6.4336 -1.9400 -1.2656 -0.2555
H 4.3032 -2.7287 3.0924 0.0718
C -3.5742 3.3046 1.1408 -0.6670
Cl -3.6624 1.8665 0.0931 0.5586
H -6.8952 4.0703 4.9076 0.0664
Cl 0.7268 -6.1872 4.9904 0.5350
H 4.9125 -3.4407 -0.8647 0.0025
C -1.0013 -5.7620 5.0948 -0.6653
H 7.5193 -1.9746 -1.4312 0.0491
H 5.6473 4.6890 -1.8490 0.0145
H 6.4728 -4.1330 -1.4447 -0.0022
O 0.8215 2.2636 -1.6526 -0.2061
Cl -1.7872 2.2050 2.9345 0.5437
H 2.1148 -1.9165 5.0769 0.0626
H -6.5721 1.8902 7.0395 0.0649
C -1.8805 -6.9773 5.2753 -0.6543
C 4.8658 4.3856 -2.5393 -0.7115
H -4.4640 -6.0073 -0.3872 0.0170
C -7.1746 2.4924 6.3634 -0.6690
H -2.2166 -0.8918 -2.1727 0.1039
C -0.0383 -0.7082 0.4238 -0.2007
H -3.7987 4.1674 0.5143 0.0759
C 5.7659 -3.3010 -1.5446 -0.4008
C -0.9929 -2.6096 -2.4706 -0.2114
Cl -1.4519 -4.9002 1.4172 0.5876
C -1.2963 -1.2660 -0.2624 -0.2216
C 1.2662 1.1707 -0.8382 -0.2075
H -1.9117 -3.1882 -2.3315 0.0467
C -3.5339 -5.4547 -0.2643 -0.6669
H -0.5180 -0.4923 -2.1441 0.0870
Cl 7.5074 -0.4239 -6.9900 0.5434
H 2.2315 -4.0296 -2.4779 0.0725
H 2.2816 -1.6344 -1.7217 0.0931
H 1.5273 0.3194 -1.4761 0.0814
H 4.2429 4.7659 -4.5682 0.0689
Cl -5.0487 -8.6219 -1.7423 0.5542
H -7.3204 -8.0135 -1.6457 0.0670
H 7.6951 1.2083 -8.6806 0.0610
Cl -3.1688 6.0666 4.0629 0.5546
H -2.8219 -5.8020 -1.0102 0.0767
In 4.9164 -3.3217 -3.6205 0.4166
H -7.5498 -7.0774 -3.9745 0.0706
H -8.6256 3.3151 1.8139 0.0601
Cl -7.2655 5.7414 1.0905 0.5259
H 4.7308 6.2003 -3.6475 0.0668
H -2.1624 -0.6777 0.0744 0.0741
C 2.1068 -1.9013 -2.7780 -0.3332
Cl -4.8955 2.8324 4.8884 0.5462
Cl -1.1897 8.8061 4.5236 0.5329
C -8.3568 4.6703 0.1648 -0.6587
C -3.0453 -5.6464 1.1406 -0.6602
C -1.0899 7.2510 5.3918 -0.6646
Cl 2.0796 -3.1836 2.4904 0.5559
H -2.1320 4.4220 2.2438 0.0073
H -0.8626 6.0840 3.5928 0.0695
H 5.1532 7.5950 2.2830 0.0696
H -3.7399 -5.1997 1.8507 0.0700
Cl -1.9220 -8.0141 3.8236 0.5505
Cl -7.9677 1.3745 5.2241 0.5329
H -1.5424 -7.5917 6.1066 0.0632
H 0.4163 -3.2639 -0.9074 0.0898
H 0.4032 2.7801 -3.5744 0.0833
C 3.0845 -1.7776 4.6048 -0.6711
H 6.2508 -2.9709 -4.7533 -0.1330
H 0.8537 -1.2881 0.1407 0.0869
H 2.1192 2.4583 -3.2783 0.0494
H 3.8984 4.5736 -2.0733 0.0669
C -6.6437 -8.2685 -2.4581 -0.6606
C -1.2398 -1.2494 -1.8053 -0.1942
Cl 4.9952 2.6261 -2.7688 0.5738
H -0.0761 -4.5041 -2.0433 0.0996
Cl 6.5781 5.0832 -4.5612 0.5316
H 3.8567 -0.7693 -3.2565 0.0067
Cl -6.2217 -5.5809 -2.7501 0.5667
C 4.8555 6.7595 1.6509 -0.6601
C 3.3767 -1.6942 -3.6216 -0.3201
Cl 5.3862 4.2102 0.8472 0.5962
H -8.0090 4.6565 -0.8654 0.0676
H -1.4334 3.4198 0.9534 0.0648
H -1.7521 7.3113 6.2523 0.0658
C 4.9476 5.1491 -3.8334 -0.6495
H 3.8897 6.3863 1.9831 0.0666
H 3.0572 -1.4657 -4.6514 0.0221
C 7.6467 1.2424 -7.5939 -0.6825
H 1.2271 -3.5335 -3.8594 0.1147
H -1.1174 -5.1078 5.9582 0.0721
C 0.2120 -3.4415 -1.9750 -0.2088
H 6.2806 -1.5974 -0.2253 0.0412
H 0.9549 1.1003 -3.4005 0.0790
H 6.0922 5.4001 2.7407 0.0714
C 5.9058 5.6789 1.7043 -0.6580
H -6.9877 -9.1863 -2.9330 0.0697
C 1.4866 -3.2954 -2.8149 -0.2464
H -1.2580 -5.2108 4.1922 0.0200
Cl -3.8769 -3.7429 -0.6077 0.5974
Cl 4.6457 7.4049 -0.0006 0.5379
H 6.7120 3.1547 -7.4088 0.0581
H -5.9751 4.2493 6.4109 0.0714
H 3.8531 -1.7286 5.3754 0.0673
H -0.7446 1.2999 -0.1193 0.0785
H 0.4696 1.2545 1.1520 0.0825
H -7.9645 2.9819 6.9317 0.0691
Cl 4.9588 1.6754 -7.8912 0.5265
H 4.1041 -4.8722 -4.0056 -0.1283
C -6.5818 -7.1637 -3.4824 -0.6605
Cl 3.0612 -0.1922 3.7893 0.5310
H -1.4701 -2.2940 0.0869 0.0441
H -0.8814 -2.4870 -3.5605 0.1114
C 0.1858 0.8027 0.1895 -0.1764
H -0.1580 -0.8707 1.5065 0.0948
C 3.3908 -2.9105 3.6589 -0.6632
H 3.5071 -3.8306 4.2314 0.0659
C 6.5110 2.1207 -7.1307 -0.6791
H 8.5846 1.6439 -7.2104 0.0671
H 6.0275 -1.1398 -1.9047 0.0271
H -0.0634 7.1449 5.7392 0.0723
C 1.1012 2.1260 -3.0325 -0.1118
H 1.3286 -1.2074 -3.1508 0.0737
H -9.1682 2.6939 0.2487 0.0725
C -1.4436 6.0795 4.5124 -0.6545
H 6.8387 6.0151 1.2568 0.0689
Cl -6.8541 2.4302 0.5425 0.5700
C -6.3316 3.5346 5.6696 -0.6614
C -2.1950 3.4637 1.7299 -0.6479
H -4.3415 3.2188 1.9064 0.0170
H -5.8200 -7.3618 -4.2330 0.0697
H -1.2502 5.1494 5.0456 0.0773
H -2.9048 -6.6578 5.4637 0.0703
H 2.1911 1.4858 -0.3277 0.1214
H -9.3481 5.1199 0.2016 0.0689
H -2.9575 -6.7091 1.3598 0.0424
C -8.4010 3.2823 0.7516 -0.6607
H 6.3789 2.0668 -6.0521 0.0519
```

Summary:
HOMO level ... -3.743 eV
E_LUMO ... 1.457 eV
Net charge ... -1
Total energy ... -11767.5392 a.u.